a | {
  "formula": "H13NO5",
  "method": "ωB97M-V with the def2-TZVPD basis set",
  "homo_lumo_gap_ha": [0.1251, 0.3723],
  "total_charge": -1,
  "lumo_energy_ev": [3.737, 3.417],
  "e_homo_ev": [0.3, -6.7],
  "multiplicity": 2,
  "elements": ["N", "H", "H", "H", "H", "H", "O", "H", "H", "O", "H", "H", "O", "H", "H", "O", "H", "H", "O"],
  "xyz": [[1.938, 0.224, -1.398], [1.245, 0.863, -1.775], [2.731, 0.230, -2.018], [1.463, -0.672, -1.283], [-1.965, 1.849, -0.877], [-1.102, 0.739, -1.407], [-1.059, 1.677, -1.160], [-1.244, 1.484, 2.397], [0.044, 0.610, 2.289], [-0.886, 0.657, 2.059], [2.104, 0.685, 0.544], [2.302, -0.234, 1.704], [2.447, 0.682, 1.461], [-0.417, -2.351, -1.470], [0.185, -2.286, -0.093], [0.451, -2.423, -1.027], [-2.458, -0.013, 1.153], [-2.720, -1.311, 0.402], [-3.059, -0.408, 0.499]]
}

***

b | {
  "formula": "H13NO5",
  "method": "ωB97M-V with the def2-TZVPD basis set",
  "homo_lumo_gap_ha": [0.1028, 0.3816],
  "total_charge": -1,
  "lumo_energy_ev": [3.676, 3.604],
  "e_homo_ev": [0.9, -6.8],
  "multiplicity": 2,
  "elements": ["N", "H", "H", "H", "H", "H", "O", "H", "H", "O", "H", "H", "O", "H", "H", "O", "H", "H", "O"],
  "xyz": [[1.291, 0.748, 1.306], [0.286, 0.605, 1.478], [1.712, 1.172, 2.128], [1.652, -0.140, 1.021], [-0.581, -1.796, 2.033], [-1.940, -1.598, 2.706], [-1.259, -1.107, 2.165], [-2.099, 1.322, -0.351], [-0.708, 1.688, -0.953], [-1.574, 1.280, -1.181], [1.521, 1.907, -0.352], [1.197, 2.313, -1.753], [1.113, 2.647, -0.868], [0.591, -1.754, -0.506], [1.972, -2.213, -1.040], [1.556, -1.821, -0.249], [-1.390, -0.586, -1.238], [-1.464, -1.880, -1.985], [-1.078, -1.498, -1.169]]
}

***

According to the calculations, the structures order from most to least stable as a, b.